Run P
Formula: C63H64FGeN6S5Sr
Source: OMol25
Level of theory: ωB97M-V/def2-TZVPD

Geometry as ORCA input:
```
! RIJCOSX wB97M-V def2-TZVPD def2/J DEFGRID3
* xyz -2 2
Sr 0.048 0.657 -0.933
Ge 1.378 1.338 -3.522
S -5.348 -1.664 3.539
S 2.845 2.456 0.038
S -0.363 4.222 -0.388
S 1.170 5.423 -0.150
S 2.993 4.383 0.274
F 2.391 -0.925 0.302
N 0.844 -3.023 -1.016
N 1.423 -2.199 -3.524
N -7.253 2.487 3.418
N -4.423 2.492 -0.421
N 1.342 -0.828 2.891
N -1.527 -0.832 1.205
C 1.524 -4.310 4.766
C -7.408 1.618 2.421
C -2.264 -0.891 -3.108
C -6.485 2.114 4.437
C 0.718 -0.919 4.112
C -3.553 -2.060 1.495
C 2.819 4.055 -3.574
C 1.646 6.143 -4.087
C 0.948 -3.966 -1.982
C -3.500 1.368 -0.337
C -0.584 -2.236 5.705
C -4.622 0.241 -2.259
C -2.968 -0.330 3.044
C 3.032 0.618 -4.464
C 2.593 -1.222 2.683
C 0.606 -3.397 0.215
C -3.430 0.505 -1.582
C 0.497 4.032 -4.176
C -4.525 3.143 0.874
C 5.288 -0.448 -5.769
C 5.156 4.136 -2.911
C 0.391 0.240 4.873
C 4.807 -1.979 3.459
C -6.836 0.355 2.406
C -3.847 -1.318 2.632
C -0.930 -1.099 6.414
C 5.051 -0.740 -4.433
C 1.194 -5.841 -4.036
C 0.230 -2.170 4.583
C 1.277 -3.528 -3.309
C 4.020 3.422 -3.170
C -0.427 0.123 5.990
C 0.502 5.433 -4.310
C 0.884 -6.281 -2.776
C -4.630 -0.571 -3.382
C 2.831 5.474 -3.710
C -6.061 -0.028 3.494
C 0.855 1.640 4.516
C -5.873 0.873 4.532
C 5.305 -2.011 2.162
C 3.501 -1.608 3.714
C -2.377 -1.779 0.818
C 0.080 0.986 -5.036
C 0.767 -5.347 -1.723
C -0.617 -4.274 3.460
C 0.609 -3.458 3.877
C 0.485 -5.709 -0.386
C 0.421 -4.745 0.580
C 2.344 1.768 4.180
C 0.014 2.218 3.373
C 3.933 -0.214 -3.797
C 3.164 -1.270 1.381
C 1.401 -4.481 -4.305
C 4.454 -1.651 1.119
C -1.823 -0.124 2.290
C 3.297 0.905 -5.803
C 4.024 6.186 -3.444
C -2.202 -0.051 -1.983
C -3.995 3.451 -1.430
C -3.440 -1.147 -3.806
C 5.160 5.536 -3.051
C 4.406 0.380 -6.453
C 1.619 3.317 -3.827
H -0.414 5.944 -4.584
H -0.945 1.147 -4.696
H -1.565 -1.165 7.290
H 1.662 -4.162 -5.308
H 3.761 -0.441 -2.748
H 2.620 1.558 -6.345
H -2.483 1.729 -0.080
H 1.864 -1.857 -4.359
H -1.233 -4.541 4.322
H 0.670 2.255 5.405
H 2.635 2.820 4.228
H 6.156 -0.855 -6.274
H -1.103 0.625 2.591
H 4.019 2.352 -3.036
H -3.003 3.874 -1.210
H 5.737 -1.379 -3.889
H -3.428 -1.786 -4.685
H 1.163 -3.193 2.975
H 4.588 0.614 -7.497
H 2.547 1.413 3.174
H 6.332 -2.289 1.962
H -3.565 3.580 1.199
H -0.308 -5.205 2.976
H 4.015 7.267 -3.543
H 3.131 -1.570 4.732
H 4.794 -1.654 0.091
H 2.963 1.201 4.880
H -1.351 -1.365 -3.469
H 0.559 -2.606 0.960
H -3.846 0.744 0.497
H 6.051 3.629 -2.569
H -0.956 -3.199 6.042
H 0.325 3.241 3.159
H -4.719 4.267 -1.477
H 1.658 7.224 -4.182
H -6.359 2.851 5.224
H 2.421 -3.754 5.034
H -0.438 3.506 -4.339
H 0.327 -6.755 -0.146
H -5.267 0.612 5.389
H -5.554 -0.750 -3.922
H 0.228 -5.004 1.612
H -1.235 -3.709 2.763
H 1.006 -4.597 5.685
H -2.109 -2.327 -0.078
H -5.542 0.697 -1.904
H -1.051 2.231 3.625
H -6.978 -0.317 1.571
H -4.229 -2.830 1.148
H -5.268 3.942 0.823
H -3.154 0.267 3.926
H -0.672 1.020 6.551
H 1.827 -5.221 4.242
H 0.148 -0.059 -5.350
H 0.734 -7.335 -2.571
H -8.025 1.952 1.595
H 0.170 1.622 2.474
H 0.255 1.617 -5.912
H 1.288 -6.554 -4.846
H 5.456 -2.244 4.288
H -3.953 2.960 -2.403
H 6.063 6.097 -2.835
H -4.848 2.420 1.626
H 1.458 -1.615 -2.706
*
```

Frontier orbital gap (spin up / spin down), eV: 5.493 / 5.478
Highest occupied orbital energy (spin up / spin down), Eh: -0.0770 / -0.0770
LUMO level (spin up / spin down), eV: 3.40 / 3.38
Expectation value of S²: 0.76
Molecular weight, g/mol: 1244.81

Run Q
Formula: C63H64FGeN6S5Sr
Source: OMol25
Level of theory: ωB97M-V/def2-TZVPD

Geometry as ORCA input:
```
! RIJCOSX wB97M-V def2-TZVPD def2/J DEFGRID3
* xyz -2 2
Sr 0.267 0.860 -0.339
Ge 0.932 3.017 1.471
S -6.138 -0.972 -4.027
S -1.458 -2.913 2.400
S -2.457 0.440 2.405
S -3.982 -0.708 1.973
S -3.340 -2.799 1.904
F 1.783 -0.595 -0.926
N 0.716 -0.309 2.767
N -2.563 4.091 -2.818
N -8.673 -3.189 -0.950
N 0.998 -2.338 -2.897
N 1.997 -2.325 1.539
N -2.375 -0.386 -1.529
C 1.698 8.525 1.329
C 1.785 2.142 -3.177
C -2.349 -1.147 -2.611
C -1.620 3.887 2.712
C 4.559 -3.139 2.256
C 1.230 4.864 0.656
C 4.487 -1.496 4.125
C 1.889 6.021 -1.386
C -4.653 -0.763 -3.041
C -1.049 3.021 5.265
C 0.491 2.059 -2.647
C -3.969 3.950 -2.508
C -3.520 0.183 -1.186
C -2.572 4.005 3.707
C -0.474 2.831 -3.311
C 3.906 -3.715 1.201
C -1.914 2.786 -2.863
C 2.490 -0.173 4.406
C 4.969 -2.228 -1.614
C -3.465 -1.372 -3.404
C 2.691 3.003 2.479
C -8.085 -1.151 -2.055
C 0.996 6.224 2.705
C -0.165 3.618 -4.417
C 2.720 -1.450 -1.514
C 0.063 -3.630 -6.208
C -1.915 4.952 -1.851
C 2.607 -3.273 0.889
C -2.289 3.569 4.990
C 0.518 -3.167 -3.878
C 0.546 -2.770 -5.237
C -0.104 2.921 4.261
C -7.717 -3.803 -1.634
C 3.768 -0.554 4.812
C 1.078 -5.531 -1.680
C -0.112 -4.393 -3.550
C 1.130 3.686 -4.892
C 1.541 4.859 -0.683
C 0.032 -0.333 -5.164
C 2.429 -1.012 -5.350
C 4.011 -1.382 -1.068
C 2.256 -2.334 -2.523
C -7.105 -1.815 -2.783
C -0.361 3.353 2.967
C 1.279 6.111 1.331
C -0.595 -5.209 -4.561
C -0.488 -4.858 -5.893
C 1.905 -0.725 3.279
C 0.993 -1.397 -5.700
C -0.745 -3.877 -1.128
C -6.903 -3.171 -2.556
C -8.829 -1.889 -1.151
C 3.281 -3.184 -3.050
C 2.111 2.937 -4.265
C 1.938 7.226 -0.743
C -0.249 -4.914 -2.132
C 1.419 8.589 2.664
C 1.639 7.300 0.632
C -4.694 0.030 -1.906
C 2.616 -1.746 2.579
C 1.062 7.424 3.356
C 4.577 -3.119 -2.611
C 3.916 -2.127 3.003
H -0.955 4.184 -4.894
H 5.991 -2.204 -1.265
H 5.484 -1.772 4.439
H 2.519 -0.810 -4.290
H 0.838 7.483 4.413
H 4.361 -4.492 0.605
H 1.868 -4.787 -1.725
H -6.138 -3.709 -3.092
H 2.755 3.819 3.198
H -9.601 -1.418 -0.555
H 2.210 8.132 -1.273
H 1.517 3.921 -1.226
H 1.470 9.532 3.191
H 0.992 -5.900 -0.659
H -4.440 4.935 -2.518
H -0.821 2.670 6.266
H -3.035 3.642 5.772
H 2.858 2.065 3.001
H 2.048 -3.718 0.084
H -0.876 5.099 -2.138
H 2.582 1.562 -2.719
H -1.851 4.222 1.706
H 0.139 -0.254 -4.083
H -0.991 -5.728 -2.161
H 3.122 -1.808 -5.619
H -4.144 3.489 -1.520
H 0.711 5.333 3.240
H 2.119 5.948 -2.443
H -0.996 -0.601 -5.401
H 1.375 4.307 -5.746
H -0.128 -2.982 -1.158
H -3.405 -1.999 -4.281
H 5.315 -3.779 -3.054
H -2.421 5.919 -1.832
H 4.262 -0.677 -0.285
H 1.939 0.562 4.975
H 0.256 0.639 -5.602
H 0.916 -1.404 -6.797
H -8.260 -0.096 -2.197
H -0.847 -5.522 -6.671
H 0.868 2.501 4.485
H -4.448 3.327 -3.265
H -1.770 -3.591 -1.357
H 2.707 -0.110 -5.894
H 3.131 2.973 -4.627
H 5.559 -3.454 2.530
H 0.106 0.213 3.378
H 3.505 3.125 1.766
H 1.974 9.419 0.781
H 3.005 -3.887 -3.827
H -5.604 0.521 -1.595
H -1.393 -1.588 -2.852
H -3.545 4.429 3.483
H -3.508 0.797 -0.297
H -1.930 4.526 -0.832
H -2.478 2.166 -3.572
H 0.123 -3.327 -7.247
H -7.609 -4.862 -1.435
H 4.191 -0.091 5.695
H -1.953 2.293 -1.873
H -1.051 -6.158 -4.297
H 1.359 -6.363 -2.326
H -0.718 -4.289 -0.122
H 0.234 -1.013 2.218
*
```

Frontier orbital gap (spin up / spin down), eV: 5.787 / 5.593
Highest occupied orbital energy (spin up / spin down), Eh: -0.0863 / -0.0863
LUMO level (spin up / spin down), eV: 3.44 / 3.24
Expectation value of S²: 0.76
Molecular weight, g/mol: 1244.81

How far above the most stable structure does each one sit? In hartree: run P 0.0000; run Q 0.0021.

Run P
Formula: C3H9N2O
Source: OMol25
Level of theory: ωB97M-V/def2-TZVPD

Geometry as ORCA input:
```
! RIJCOSX wB97M-V def2-TZVPD def2/J DEFGRID3
* xyz 1 3
O -1.576 -0.226 -1.532
N -1.545 -0.075 -0.244
N 0.926 -0.320 0.074
C 1.614 0.698 0.180
C -1.864 1.248 -0.042
C 1.379 -1.583 0.558
H 1.439 -2.240 -0.354
H -0.957 1.592 0.511
H -2.130 1.715 -0.932
H 2.291 -1.599 1.169
H -2.646 1.505 0.723
H 0.524 -1.888 1.232
H -1.214 -1.103 -1.774
H 1.202 1.745 -0.247
H 2.557 0.529 0.679
*
```

Frontier orbital gap (spin up / spin down), eV: 9.620 / 6.555
Highest occupied orbital energy (spin up / spin down), Eh: -0.4957 / -0.5516
LUMO level (spin up / spin down), eV: -3.87 / -8.45
Expectation value of S²: 2.01
Molecular weight, g/mol: 89.12

Run Q
Formula: C3H9N2O
Source: OMol25
Level of theory: ωB97M-V/def2-TZVPD

Geometry as ORCA input:
```
! RIJCOSX wB97M-V def2-TZVPD def2/J DEFGRID3
* xyz 1 3
O -2.142 0.614 -0.304
N -2.378 -0.572 0.330
N 0.074 0.084 -0.377
C -0.945 1.099 0.205
C 1.547 0.366 0.103
C -0.400 -1.256 -0.109
H -0.118 -1.640 0.860
H 1.972 -0.528 0.052
H -0.371 -1.942 -0.976
H -2.786 -1.383 -0.244
H -0.635 2.084 -0.126
H -0.695 0.884 1.220
H 1.342 0.845 1.005
H 2.041 1.024 -0.560
H 0.112 0.383 -1.341
*
```

Frontier orbital gap (spin up / spin down), eV: 8.670 / 8.603
Highest occupied orbital energy (spin up / spin down), Eh: -0.4377 / -0.5556
LUMO level (spin up / spin down), eV: -3.24 / -6.52
Expectation value of S²: 2.01
Molecular weight, g/mol: 89.12

How far above the most stable structure does each one sit? In hartree: run P 0.0000; run Q 0.0276.

Run P
Formula: CH5NOS2
Source: OMol25
Level of theory: ωB97M-V/def2-TZVPD

Geometry as ORCA input:
```
! RIJCOSX wB97M-V def2-TZVPD def2/J DEFGRID3
* xyz 0 1
S -0.550 1.154 0.232
S -2.571 0.355 0.564
O 2.973 -0.268 0.119
N 1.440 -1.737 -0.697
C 2.486 -0.873 -0.853
H 2.811 -0.906 -1.946
H -0.858 1.278 -1.041
H 0.859 -1.731 0.135
H 1.103 -2.233 -1.505
H -2.751 -0.999 0.672
*
```

Frontier orbital gap, eV: 9.248
Highest occupied orbital energy, Eh: -0.3574
LUMO level, eV: -0.48
Molecular weight, g/mol: 111.19

Run Q
Formula: CH5NOS2
Source: OMol25
Level of theory: ωB97M-V/def2-TZVPD

Geometry as ORCA input:
```
! RIJCOSX wB97M-V def2-TZVPD def2/J DEFGRID3
* xyz 0 1
S 1.853 -0.075 -0.122
S -0.682 1.737 0.273
O 1.371 -1.556 0.413
N 0.861 0.900 0.743
C -1.358 0.096 -0.468
H 1.455 1.588 1.211
H 0.897 -1.954 -0.318
H -2.450 -0.013 -0.340
H -0.989 0.125 -1.489
H -0.958 -0.848 0.098
*
```

Frontier orbital gap, eV: 8.861
Highest occupied orbital energy, Eh: -0.3089
LUMO level, eV: 0.46
Molecular weight, g/mol: 111.19

How far above the most stable structure does each one sit? In hartree: run P 0.0000; run Q 0.0493.